# C7H12

C7H12 in the gas phase (ωB97M-V/def2-TZVPD, the OMol25 dataset).

Results
Gap between HOMO and LUMO (eV): 10.8
Largest force on an atom (eV/Å): 0.894
Structure (SMILES): CC[C@H]1C[C@H]2C[C@@H]12
Energy above the lowest of the compared OMol25 structures with the same formula, charge and spin (kcal/mol): 33.2

Each line ends with the Löwdin charge.
Geometry (Å):
C: -1.84 -0.95 -1.47  -0.109
C: -1.23 0.23 -0.69  -0.238
C: -0.38 -0.23 0.47  -0.275
C: 1.03 -0.93 0.23  -0.098
C: 1.73 0.14 1.08  -0.211
C: 1.48 1.50 0.50  -0.099
C: 0.39 0.83 1.30  -0.196
H: -2.35 -0.63 -2.39  0.068
H: -2.57 -1.53 -0.89  0.075
H: -1.04 -1.63 -1.78  0.067
H: -0.58 0.83 -1.34  0.099
H: -2.06 0.87 -0.34  0.117
H: -1.04 -0.86 1.07  0.132
H: 1.33 -0.98 -0.83  0.104
H: 1.13 -1.95 0.63  0.106
H: 2.55 -0.03 1.80  0.130
H: 1.96 2.34 0.99  0.103
H: 1.36 1.65 -0.58  0.098
H: 0.00 1.33 2.19  0.127



# C7H12

C7H12 in the gas phase at a distorted geometry (ωB97M-V/def2-TZVPD, the OMol25 dataset).

Results
Gap between HOMO and LUMO (eV): 9.7
Largest force on an atom (eV/Å): 1.689
Structure (SMILES): C=C(C)C(=C)CC
Energy above the lowest of the compared OMol25 structures with the same formula, charge and spin (kcal/mol): 35.4

Each line ends with the Löwdin charge.
Geometry (Å):
C: 0.36 1.33 1.64  0.043
C: 0.15 1.24 0.33  -0.324
C: 0.59 2.39 -0.55  -0.061
C: -0.22 -0.05 -0.33  -0.274
C: -0.97 -0.13 -1.43  0.046
C: 0.46 -1.31 0.26  -0.185
C: -0.46 -2.52 0.23  -0.109
H: -0.06 0.52 2.23  0.062
H: 0.77 2.20 2.12  0.065
H: 1.65 2.28 -0.81  0.086
H: 0.07 2.27 -1.50  0.063
H: 0.49 3.39 -0.14  0.074
H: -1.03 -1.09 -1.93  0.060
H: -1.64 0.67 -1.71  0.072
H: 0.75 -1.09 1.27  0.080
H: 1.30 -1.52 -0.41  0.117
H: -1.25 -2.41 -0.52  0.050
H: -1.07 -2.74 1.11  0.074
H: 0.11 -3.43 0.10  0.060



# C7H12

C7H12 in the gas phase (ωB97M-V/def2-TZVPD, the OMol25 dataset).

Results
Gap between HOMO and LUMO (eV): 9.7
Largest force on an atom (eV/Å): 0.871
Structure (SMILES): C=CCC/C=C/C
Energy above the lowest of the compared OMol25 structures with the same formula, charge and spin (kcal/mol): 53.1

Each line ends with the Löwdin charge.
Geometry (Å):
C: 1.24 -0.80 -1.58  -0.034
C: 1.51 0.51 -1.63  -0.202
C: 0.38 1.47 -1.45  -0.199
C: 0.09 1.31 0.06  -0.210
C: 0.13 -0.09 0.63  -0.187
C: -1.06 -0.64 0.83  -0.192
C: -1.43 -1.46 2.01  -0.104
H: 0.23 -1.16 -1.77  0.069
H: 1.95 -1.54 -1.25  0.065
H: 2.49 0.89 -1.37  0.104
H: 0.61 2.52 -1.68  0.103
H: -0.51 1.20 -2.04  0.112
H: -0.93 1.62 0.34  0.105
H: 0.78 1.91 0.66  0.116
H: 1.03 -0.47 1.11  0.120
H: -1.86 -0.31 0.16  0.114
H: -2.36 -1.02 2.40  0.077
H: -0.68 -1.33 2.79  0.076
H: -1.60 -2.52 1.81  0.068



# C7H12

C7H12 in the gas phase at a distorted geometry (ωB97M-V/def2-TZVPD, the OMol25 dataset).

Results
Gap between HOMO and LUMO (eV): 10.5
Largest force on an atom (eV/Å): 1.745
Structure (SMILES): CC[C@H]1C[C@H]2C[C@@H]12
Energy above the lowest of the compared OMol25 structures with the same formula, charge and spin (kcal/mol): 68.6

Each line ends with the Löwdin charge.
Geometry (Å):
C: 1.54 0.60 -1.37  -0.083
C: 1.28 -0.74 -0.27  -0.120
C: 0.19 -0.68 0.89  -0.258
C: -0.22 0.78 1.23  -0.127
C: -1.61 0.51 0.67  -0.217
C: -1.54 -0.17 -0.69  -0.083
C: -1.31 -0.96 0.55  -0.200
H: 2.52 0.45 -1.84  0.043
H: 1.67 1.50 -0.76  0.038
H: 0.96 1.02 -2.24  0.067
H: 1.21 -1.77 -0.68  0.100
H: 2.27 -0.71 0.19  0.079
H: 0.49 -1.29 1.76  0.132
H: 0.36 1.54 0.72  0.081
H: -0.24 1.00 2.30  0.111
H: -2.51 0.99 1.05  0.127
H: -2.48 -0.34 -1.20  0.104
H: -0.61 0.00 -1.29  0.074
H: -1.98 -1.73 0.96  0.133



# C7H12

C7H12 as an isolated structure at a distorted geometry (ωB97M-V/def2-TZVPD, the OMol25 dataset).

Results
Gap between HOMO and LUMO (eV): 9.8
Largest force on an atom (eV/Å): 4.474
Energy above the lowest of the compared OMol25 structures with the same formula, charge and spin (kcal/mol): 52.9

Each line ends with the Löwdin charge.
Geometry (Å):
C: -1.34 1.28 0.01  -0.129
C: -0.26 1.83 0.52  0.085
C: -0.85 -0.02 -0.55  -0.353
C: 0.61 0.17 0.00  -0.372
C: -1.59 -1.28 -0.13  -0.071
C: 1.00 -0.59 1.23  -0.078
C: 1.69 0.32 -1.03  -0.071
H: -2.36 1.67 -0.04  0.093
H: 0.06 2.72 1.01  0.053
H: -0.83 0.02 -1.65  0.133
H: -1.63 -1.37 0.95  0.071
H: -1.10 -2.17 -0.54  0.077
H: -2.61 -1.25 -0.51  0.075
H: 1.14 -1.65 0.99  0.084
H: 0.23 -0.52 2.00  0.078
H: 1.93 -0.20 1.63  0.080
H: 1.40 1.00 -1.82  0.081
H: 1.90 -0.65 -1.48  0.085
H: 2.61 0.68 -0.58  0.079



# C7H12

A 2-piece molecular cluster, C7H12 overall (ωB97M-V/def2-TZVPD, the OMol25 dataset).

Results
Gap between HOMO and LUMO (eV): 9.2
Largest force on an atom (eV/Å): 0.214
Structure (SMILES): C/C=C1/C=CCC1.[H][H]
Energy above the lowest of the compared OMol25 structures with the same formula, charge and spin (kcal/mol): 37.9

Each line ends with the Löwdin charge.
Geometry (Å):
C: -2.34 -0.91 1.12  -0.098
C: -1.65 -0.53 -0.15  -0.117
C: -0.38 -0.11 -0.24  -0.279
C: 0.15 0.67 -1.37  -0.102
C: 1.17 1.42 -0.96  -0.106
C: 1.53 1.16 0.49  -0.181
C: 0.70 -0.10 0.82  -0.149
H: -3.28 -0.35 1.19  0.074
H: -2.60 -1.98 1.20  0.072
H: -1.74 -0.64 1.99  0.061
H: -2.26 -0.48 -1.04  0.103
H: -0.33 0.71 -2.34  0.113
H: 1.66 2.19 -1.56  0.100
H: 2.60 1.01 0.64  0.105
H: 1.22 2.00 1.12  0.111
H: 0.32 -0.12 1.85  0.101
H: 1.32 -0.99 0.69  0.104
H: 2.02 -1.11 -1.77  0.034
H: 1.88 -1.84 -1.68  0.053



# C7H12

C7H12 as an isolated structure (ωB97M-V/def2-TZVPD, the OMol25 dataset).

Results
Gap between HOMO and LUMO (alpha / beta) (eV): 8.0 / 8.1
Largest force on an atom (eV/Å): 0.563
Energy above the lowest of the compared OMol25 structures with the same formula, charge and spin (kcal/mol): 135.6

Each line ends with the Löwdin charge.
Geometry (Å):
C: 1.60 -0.89 0.11  -0.036
C: 0.64 -0.57 -1.02  -0.341
C: -0.84 -0.93 -0.73  -0.105
C: -1.10 0.54 -0.48  -0.335
C: -2.02 1.21 0.20  0.042
C: 0.71 0.03 2.31  0.078
C: 0.23 0.93 -1.11  -0.104
H: 1.70 -1.97 0.27  0.094
H: 1.44 -0.55 1.35  -0.046
H: 2.58 -0.44 -0.05  0.094
H: 1.04 -0.99 -1.95  0.136
H: -1.36 -1.31 -1.62  0.115
H: -1.03 -1.62 0.10  0.111
H: -2.87 0.70 0.65  0.062
H: -1.95 2.29 0.33  0.062
H: -0.30 -0.44 2.31  -0.027
H: 0.55 1.10 2.03  -0.027
H: 0.86 1.64 -0.56  0.112
H: 0.12 1.27 -2.14  0.115



# C7H12

A 3-piece molecular cluster, C7H12 overall at a distorted geometry (ωB97M-V/def2-TZVPD, the OMol25 dataset).

Results
Gap between HOMO and LUMO (alpha / beta) (eV): 7.5 / 8.8
Largest force on an atom (eV/Å): 1.673
Energy above the lowest of the compared OMol25 structures with the same formula, charge and spin (kcal/mol): 180.7

Each line ends with the Löwdin charge.
Geometry (Å):
C: 2.19 -0.40 -0.79  -0.128
C: 0.82 0.24 -0.75  -0.210
C: 0.24 0.46 0.64  -0.279
C: -1.05 1.33 0.84  -0.096
C: -1.93 0.06 0.96  -0.204
C: -1.62 -0.67 -0.30  -0.049
C: -0.66 -0.75 0.85  -0.250
H: 2.46 -0.70 -1.81  0.073
H: 2.22 -1.29 -0.16  0.079
H: 2.96 0.29 -0.43  0.079
H: 0.69 1.06 -1.46  0.112
H: 0.15 -1.03 -1.43  0.056
H: 1.01 0.69 1.39  0.141
H: -1.32 2.05 0.05  0.110
H: -0.99 1.86 1.80  0.111
H: -2.74 -0.04 1.68  0.123
H: -0.44 -1.69 -1.43  0.133
H: -1.47 -0.07 -1.19  0.065
H: -0.44 -1.70 1.32  0.136



# C7H12

C7H12 in the gas phase (ωB97M-V/def2-TZVPD, the OMol25 dataset).

Results
Gap between HOMO and LUMO (eV): 10.3
Largest force on an atom (eV/Å): 0.175
Structure (SMILES): C[C@@H]1C=C[C@H](C)C1
Energy above the lowest of the compared OMol25 structures with the same formula, charge and spin (kcal/mol): 2.6

Each line ends with the Löwdin charge.
Geometry (Å):
C: 0.13 -1.66 -1.68  -0.084
C: -0.02 -1.33 -0.20  -0.366
C: -1.38 -0.76 0.14  -0.071
C: -1.30 0.39 0.80  -0.070
C: 0.12 0.83 1.05  -0.366
C: 0.40 2.26 0.58  -0.084
C: 0.95 -0.23 0.30  -0.123
H: -0.07 -0.77 -2.29  0.082
H: 1.14 -2.01 -1.91  0.076
H: -0.57 -2.44 -1.99  0.073
H: 0.13 -2.26 0.37  0.134
H: -2.30 -1.26 -0.15  0.107
H: -2.16 0.98 1.14  0.107
H: 0.33 0.79 2.13  0.133
H: 0.17 2.36 -0.49  0.081
H: 1.45 2.53 0.73  0.076
H: -0.22 2.99 1.11  0.074
H: 1.75 -0.65 0.93  0.112
H: 1.45 0.23 -0.56  0.109



# C7H12

A 2-piece molecular cluster, C7H12 overall (ωB97M-V/def2-TZVPD, the OMol25 dataset).

Results
Gap between HOMO and LUMO (eV): 10.2
Largest force on an atom (eV/Å): 0.397
Structure (SMILES): CC1=CC1.C=CC
Energy above the lowest of the compared OMol25 structures with the same formula, charge and spin (kcal/mol): 70.5

Each line ends with the Löwdin charge.
Geometry (Å):
C: 0.70 -0.19 1.76  -0.048
C: 1.49 0.40 0.66  -0.286
C: 1.91 1.41 -0.04  -0.015
C: 2.52 0.08 -0.39  -0.130
H: 1.37 -0.64 2.50  0.082
H: 0.08 0.56 2.26  0.077
H: 0.05 -0.98 1.37  0.068
H: 1.91 2.46 -0.26  0.093
H: 2.22 -0.45 -1.30  0.064
H: 3.55 -0.14 -0.09  0.075
C: -1.00 -1.29 -1.31  -0.016
C: -2.06 -0.74 -0.72  -0.245
C: -2.15 0.70 -0.29  -0.117
H: -1.00 -2.34 -1.61  0.054
H: -0.10 -0.71 -1.51  0.045
H: -2.95 -1.35 -0.54  0.091
H: -2.90 1.24 -0.87  0.073
H: -1.18 1.20 -0.41  0.062
H: -2.45 0.78 0.77  0.071



# C7H12AlBr2F4O4

C7H12AlBr2F4O4 as an isolated structure at a distorted geometry (ωB97M-V/def2-TZVPD, the OMol25 dataset).

Results
Gap between HOMO and LUMO (eV): 9.2
Largest force on an atom (eV/Å): 2.825
Total charge: -1

Each line ends with the Löwdin charge.
Geometry (Å):
C: -3.74 -0.91 -1.71  -0.169
C: -2.47 -0.18 -2.09  -0.775
Br: -2.38 1.45 -1.05  0.808
C: -1.28 -1.07 -1.75  -0.752
Br: -1.04 -2.35 -3.20  0.786
O: -0.15 -0.28 -1.57  -0.068
C: 1.01 -0.91 -1.23  -0.560
O: 2.09 -0.53 -1.62  0.180
O: 0.83 -1.97 -0.41  -0.009
C: 0.36 -1.62 0.89  -0.160
C: 1.47 -1.20 1.85  -0.119
C: 1.28 0.20 2.43  -0.248
O: 2.05 1.18 1.80  -0.090
H: -3.76 -1.01 -0.64  0.067
H: -4.60 -0.36 -2.04  0.070
H: -3.73 -1.90 -2.14  0.056
H: -2.49 0.05 -3.13  0.077
H: -1.50 -1.62 -0.86  0.091
H: -0.39 -0.84 0.86  0.116
H: -0.12 -2.51 1.27  0.121
H: 2.43 -1.25 1.36  0.123
H: 1.50 -1.90 2.67  0.103
H: 1.52 0.19 3.49  0.109
H: 0.25 0.50 2.36  0.116
H: 2.97 0.95 1.88  0.086
F: 3.51 2.91 0.80  -0.184
Al: 1.98 3.58 0.51  -0.183
F: 2.05 4.59 -0.84  -0.201
F: 1.50 4.48 1.86  -0.198
F: 0.84 2.35 0.23  -0.193



# C7H12B11Br6ClO4Ti

C7H12B11Br6ClO4Ti as an isolated structure at a distorted geometry (ωB97M-V/def2-TZVPD, the OMol25 dataset).

Results
Gap between HOMO and LUMO (alpha / beta) (eV): 7.5 / 5.4
Largest force on an atom (eV/Å): 2.126
Total charge: +2
Multiplicity: 3
Expectation value of S²: 2.010
Energy above the lowest of the compared OMol25 structures with the same formula, charge and spin (kcal/mol): 58.8

Each line ends with the Löwdin charge.
Geometry (Å):
Ti: -1.80 1.51 0.63  0.677
C: -0.98 3.55 -0.62  -0.079
C: -1.71 2.80 -1.55  -0.114
C: -3.07 2.52 -1.32  -0.085
C: -3.69 2.98 -0.16  -0.050
C: -2.95 3.72 0.78  -0.063
C: -1.61 4.02 0.54  -0.057
H: 0.06 3.77 -0.80  0.137
H: -1.23 2.42 -2.43  0.106
H: -3.62 1.93 -2.04  0.144
H: -4.72 2.73 0.04  0.153
H: -3.42 4.04 1.70  0.148
H: -1.04 4.58 1.28  0.151
Br: -1.60 -0.45 -0.78  0.740
B: 0.59 -1.54 -0.80  -0.605
B: 1.19 -2.33 -2.39  -0.071
C: 1.93 -2.94 -1.12  -0.053
B: 0.42 -3.29 -0.56  -0.096
B: 1.94 -3.61 0.43  -0.125
B: 3.40 -2.77 -0.26  -0.195
B: 2.93 -1.84 -2.06  -0.145
B: 1.57 -0.67 -1.95  -0.765
Br: 1.50 1.07 -2.64  0.984
B: 3.49 -1.04 -0.57  -0.704
Br: 4.56 0.39 -0.11  1.065
B: 2.57 -2.01 1.13  -0.875
Br: 3.39 -1.73 2.82  0.965
B: 0.69 -2.37 0.93  -0.868
Br: -0.54 -2.35 2.36  1.034
B: 1.42 -0.77 0.51  -0.839
Br: 1.11 0.98 1.20  1.014
H: 0.59 -2.77 -3.29  0.163
H: 1.91 -1.92 -0.61  0.051
H: -0.37 -4.06 -0.95  0.169
H: 2.10 -4.74 0.71  0.172
H: 4.34 -3.47 -0.39  0.169
H: 3.68 -2.25 -2.86  0.162
O: -2.24 0.03 3.85  -0.200
Cl: -2.63 1.16 3.15  0.786
O: -3.23 0.80 1.80  -0.399
O: -3.48 2.05 3.80  -0.161
O: -1.44 1.91 2.59  -0.444